No. 1
ORCA calculation (ωB97M-V/def2-TZVPD) on a structure of composition C3H8IN2O.

* ΔE to the lowest compared entry with this formula, charge and spin: 5.6 kcal/mol
* highest occupied orbital energy: -0.49878 hartree
* gap between HOMO and LUMO: 8.98 eV

The geometry in ORCA input format:
```
! RIJCOSX wB97M-V def2-TZVPD def2/J DEFGRID3
* xyz 1 1
C 1.03536 -0.90498 0.62044
C 0.11591 -0.58645 -0.44396
C -0.34057 1.67610 0.33667
N -0.03089 -1.46965 -1.39078
N -0.48560 0.53086 -0.52072
O 1.27074 -2.18024 0.87137
I 2.87864 0.20264 -0.13714
H 0.76670 -0.14601 1.47309
H -0.32963 1.42163 1.39143
H 0.52026 2.20076 0.23903
H -1.04667 2.43420 0.29836
H -0.83720 -1.26890 -1.97748
H 0.21411 -2.45388 -1.24181
H -1.07309 0.69268 -1.34634
H 1.88862 -2.27949 1.60201
*
```

=====

No. 2
ORCA calculation (ωB97M-V/def2-TZVPD) on a structure of composition C3H8INOS2.

* ΔE to the lowest compared entry with this formula, charge and spin: 0.0 kcal/mol
* highest occupied orbital energy: -0.28352 hartree
* gap between HOMO and LUMO: 7.74 eV

The geometry in ORCA input format:
```
! RIJCOSX wB97M-V def2-TZVPD def2/J DEFGRID3
* xyz 0 1
C -1.22745 2.97118 -0.15968
C -0.08603 -2.84843 0.18706
C 0.70609 1.03053 0.61515
N -0.57064 0.28371 -1.09111
O 0.18824 -1.50998 0.61787
S 0.81398 -0.42803 -0.46078
S -1.04372 1.41278 0.26807
I 3.33172 -0.63683 0.40203
H -0.51203 3.53181 -0.72134
H -2.24839 3.30140 -0.13224
H 0.63398 -3.14094 -0.58425
H 0.07242 -3.48427 1.05475
H -1.09909 -2.93552 -0.19686
H 1.36997 1.82301 0.28530
H 0.87001 0.78390 1.65944
H -1.19905 -0.15430 -1.74341
*
```

=====

No. 3
ORCA calculation (ωB97M-V/def2-TZVPD) on the ion C3H8N with charge +1.

* ΔE to the lowest compared entry with this formula, charge and spin: 55.7 kcal/mol
* highest occupied orbital energy: -0.50383 hartree
* SMILES: C/C=C/[NH3+]
* gap between HOMO and LUMO: 8.62 eV

The geometry in ORCA input format:
```
! RIJCOSX wB97M-V def2-TZVPD def2/J DEFGRID3
* xyz 1 1
C 0.07225 -1.48083 -1.19619
C 0.47668 -0.24589 -0.45257
C -0.27504 0.83150 -0.11344
N -0.27449 1.13068 1.42818
H 0.75435 -2.22125 -0.77595
H -0.98351 -1.71864 -1.15140
H 0.35284 -1.44956 -2.25840
H 1.54180 -0.14135 -0.22948
H -0.80779 1.67485 -0.53193
H -0.44796 0.27594 1.94587
H 0.61929 1.57906 1.64768
H -1.02844 1.76548 1.68763
*
```